[1]
The following is a quantum chemistry calculation of a molecular structure, C46H54BrGeIIrNO5P, from the OMol25 dataset.

```
111
Properties=species:S:1:pos:R:3:forces:R:3:lowdin_spin:R:1
Ir 0.5966 0.1251 -0.2836 0.2 -0.9 -0.1 0.39
C -1.9691 4.8519 2.6741 0.1 0.0 0.0 0.00
N -1.9471 3.6681 1.8227 0.0 0.1 0.0 0.00
C -2.6871 3.8896 0.5819 0.0 -0.1 0.0 0.00
C -0.5993 3.0504 1.6729 0.0 0.0 0.0 0.00
C 0.0650 3.2354 0.3263 0.1 0.1 0.0 0.03
C 0.2854 4.5567 -0.0796 0.0 0.0 0.0 0.00
C 0.8027 4.8759 -1.3225 0.0 0.0 0.1 0.04
C 1.1288 3.8447 -2.1930 0.0 0.0 0.0 0.00
C 0.9733 2.5362 -1.7747 0.0 0.0 0.0 0.05
C 0.4517 2.1705 -0.5161 0.1 0.2 0.1 0.02
H -3.0032 5.1346 2.8706 0.0 0.0 0.0 0.00
H -1.4649 5.7134 2.2204 0.0 0.0 0.0 0.00
H -1.4906 4.6289 3.6274 0.0 0.0 0.0 0.00
H -2.7787 2.5260 2.5318 -0.1 0.0 -0.1 0.00
H -2.2813 4.7086 -0.0204 0.0 0.0 0.0 0.00
H -3.7226 4.1216 0.8319 0.0 0.0 0.0 0.00
H -2.6639 2.9787 -0.0105 0.0 0.1 0.0 0.00
H -0.6953 1.9912 1.8786 -0.1 0.0 0.0 0.00
H 0.0302 3.4833 2.4533 0.0 0.0 0.0 0.00
H 0.0279 5.3589 0.6032 0.0 0.0 0.0 0.00
H 0.9516 5.9102 -1.6048 0.0 0.0 0.0 0.00
H 1.5305 4.0567 -3.1754 0.0 0.0 0.0 0.00
H 1.2975 1.7538 -2.4543 0.0 0.0 0.0 0.01
C 3.8208 2.1711 -0.1269 0.0 0.0 0.0 0.00
O 3.5055 1.1178 -1.0328 0.0 -0.1 0.0 0.01
P 2.7155 -0.2223 -0.6031 0.4 0.7 0.0 0.04
O 3.0410 -1.0431 -1.9216 -0.1 0.0 -0.1 0.00
C 4.1295 -0.8081 -2.8266 0.1 -0.1 0.1 0.00
O 3.7345 -0.7121 0.5168 0.0 0.0 0.2 0.02
C 3.5086 -1.3713 1.7706 0.0 0.0 -0.1 0.00
H 4.5532 2.7994 -0.6275 0.0 0.0 0.0 0.00
H 4.2543 1.7728 0.7918 0.0 0.0 0.0 0.00
H 2.9316 2.7634 0.0926 0.0 0.0 0.0 0.00
H 4.4528 -1.7859 -3.1762 0.0 0.0 0.0 0.00
H 4.9496 -0.2915 -2.3353 0.0 0.0 0.0 0.00
H 3.7700 -0.2124 -3.6633 0.0 0.0 0.0 0.00
H 3.6727 -0.6542 2.5710 0.0 0.0 0.0 0.00
H 4.2148 -2.1937 1.8386 0.0 0.0 0.0 0.00
H 2.4907 -1.7449 1.8365 0.0 0.0 0.0 0.00
C -1.1486 0.2118 -3.7972 0.0 0.0 0.0 0.00
C -1.8693 0.0707 -2.4604 0.1 0.1 0.0 0.06
C -2.4390 1.3958 -1.9827 0.0 0.0 0.0 0.00
C -1.0343 -0.7143 -1.4422 -0.2 0.0 0.0 0.21
H -1.7852 0.7088 -4.5318 0.0 0.0 0.0 0.00
H -0.8655 -0.7629 -4.2004 0.0 0.0 0.0 0.00
H -0.2409 0.8102 -3.6889 0.0 0.0 0.0 0.00
H -2.7359 -0.5887 -2.6286 0.0 0.0 0.0 0.02
H -1.6562 2.1355 -1.8189 0.0 0.0 0.0 0.00
H -2.9789 1.2527 -1.0467 0.0 0.0 0.0 0.00
H -3.1319 1.7978 -2.7261 0.0 0.0 0.0 0.00
H -0.7302 -1.6254 -1.9406 -0.1 0.0 0.0 0.01
H -1.6484 -0.9917 -0.5758 0.0 0.1 0.0 0.01
C 0.9631 -2.9932 -2.5811 0.1 0.0 0.0 0.00
Ge 1.0863 -2.6390 -0.6310 -0.2 0.1 0.0 0.00
C 2.5819 -3.9230 -0.2435 0.0 0.0 0.0 0.00
C 3.9526 -3.6662 -0.3162 0.0 0.0 -0.1 0.00
C 4.8913 -4.6834 -0.1889 0.0 0.0 0.0 0.00
C 4.4847 -5.9950 0.0004 0.0 0.0 0.0 0.00
C 3.1291 -6.2780 0.0502 0.0 0.0 0.0 0.00
C 2.1965 -5.2561 -0.0715 0.0 0.0 0.0 0.00
C -0.4713 -3.6007 0.1799 0.0 0.0 -0.1 0.00
C -1.5523 -3.8648 -0.6273 0.0 -0.1 0.0 0.00
C -2.6582 -4.6305 -0.1930 0.0 0.0 0.0 0.00
C -2.6925 -5.1194 1.0767 0.1 0.0 0.0 0.00
C -1.6313 -4.8446 1.9730 0.0 0.0 0.0 0.00
C -1.6784 -5.3086 3.3117 0.0 0.0 0.0 0.00
C -0.6438 -5.0792 4.1717 0.0 0.0 -0.1 0.00
C 0.5006 -4.3901 3.7160 0.0 0.0 0.0 0.00
C 0.5640 -3.9279 2.4333 0.1 0.0 0.0 0.00
C -0.5054 -4.1092 1.5194 0.0 0.0 0.1 0.00
H 0.1307 -3.6499 -2.8318 0.0 0.0 0.0 0.00
H 1.8868 -3.5076 -2.8470 0.0 0.0 0.0 0.00
H 0.8977 -2.0832 -3.1748 0.0 0.0 0.0 0.00
H 4.3149 -2.6621 -0.4763 0.0 0.0 0.0 0.00
H 5.9469 -4.4449 -0.2417 0.0 0.0 0.0 0.00
H 5.2156 -6.7867 0.1013 0.0 0.0 0.0 0.00
H 2.7899 -7.2973 0.1870 0.0 0.0 0.0 0.00
H 1.1453 -5.5129 -0.0287 0.0 0.0 0.0 0.00
H -1.5670 -3.5146 -1.6494 0.0 0.0 0.0 0.00
H -3.4664 -4.8344 -0.8842 0.0 0.0 0.0 0.00
H -3.5246 -5.7235 1.4222 0.0 0.0 0.0 0.00
H -2.5576 -5.8525 3.6382 0.0 0.0 0.0 0.00
H -0.6912 -5.4323 5.1935 0.0 0.0 0.0 0.00
H 1.3344 -4.2284 4.3879 0.0 0.0 0.0 0.00
H 1.4637 -3.4310 2.0930 -0.1 0.0 0.0 0.00
Br 0.9322 0.1408 6.4189 0.0 0.0 0.0 0.00
C 0.8902 0.1701 4.5220 0.0 0.0 0.0 0.00
C 1.6375 1.1107 3.8351 0.0 0.0 0.0 0.00
C 1.6075 1.1215 2.4458 0.1 -0.1 0.0 0.02
C 0.8544 0.1907 1.7300 0.0 0.1 0.0 0.04
C 0.1044 -0.7337 2.4546 0.0 0.0 0.0 0.00
C 0.1099 -0.7498 3.8415 0.0 0.0 0.0 0.00
H 2.2325 1.8350 4.3762 0.0 0.0 0.0 0.00
H 2.1745 1.8804 1.9238 0.0 0.0 0.0 0.00
H -0.5089 -1.4583 1.9333 0.0 0.0 0.0 0.00
H -0.4769 -1.4815 4.3805 0.0 0.0 0.0 0.00
I -6.6127 -4.2957 4.1300 0.0 0.0 0.0 0.00
C -5.4787 -2.6556 3.5111 0.0 0.0 0.0 0.00
C -4.5403 -2.8273 2.5062 0.0 0.0 0.0 0.00
C -3.7745 -1.7491 2.0926 0.0 0.0 0.0 0.00
C -3.9603 -0.5032 2.6771 0.0 0.0 0.0 0.00
C -4.9092 -0.3443 3.6830 0.0 0.0 0.0 0.00
C -5.6727 -1.4188 4.1080 0.0 0.0 0.0 0.00
C -3.1446 0.6601 2.2196 0.1 0.4 0.1 0.00
O -3.3649 1.7573 2.9185 0.0 0.0 0.1 0.00
O -2.3463 0.6242 1.3000 -0.3 -0.5 -0.1 0.00
H -4.4016 -3.7923 2.0470 0.0 0.0 0.0 0.00
H -3.0355 -1.8754 1.3092 0.0 0.0 0.0 0.00
H -5.0426 0.6286 4.1332 0.0 0.0 0.0 0.00
H -6.4077 -1.2930 4.8906 0.0 0.0 0.0 0.00
```
Forces are in eV/Å.

Its gap between HOMO and LUMO (spin up / spin down) is 0.274 / 0.225 Eh. As for the spin multiplicity: 2. Its energy above the lowest of the compared OMol25 structures with the same formula, charge and spin is 0.0 kcal/mol.

---

[2]
The following is a quantum chemistry calculation of a molecular structure, C33H48Cl2N10O5PSTi at a distorted geometry, from the OMol25 dataset.

```
101
Properties=species:S:1:pos:R:3:forces:R:3:lowdin_spin:R:1
Ti -0.0132 0.2838 0.1317 -2.0 -1.9 -0.2 1.61
C 2.5591 4.1539 1.2340 0.1 -0.2 0.0 0.00
N 1.1192 4.3215 1.1976 -0.4 -0.2 0.1 0.02
C 0.5802 5.6577 1.3522 -0.2 0.1 0.0 0.00
C 0.3381 3.2756 0.8084 0.4 -0.1 -0.4 0.02
N 0.7744 2.1455 0.3607 0.8 1.9 0.8 0.00
N -1.0338 3.4986 0.8947 0.3 0.4 0.5 0.01
C -1.9895 2.6921 0.3524 -0.5 -0.5 -0.9 0.01
N -3.2747 3.1357 0.4951 0.1 0.2 0.0 0.00
N -1.6752 1.6325 -0.3120 -0.7 0.8 0.4 0.02
H 2.9924 4.9580 1.8242 0.0 0.0 0.0 0.00
H 2.9848 4.1845 0.2246 0.1 -0.1 0.1 0.00
H 2.8114 3.2060 1.7132 0.1 0.0 -0.1 0.00
H 1.3984 6.3733 1.3184 -0.1 0.0 0.0 0.00
H 0.0685 5.7817 2.3142 0.0 0.1 -0.1 0.00
H -0.1016 5.9047 0.5331 0.0 0.1 0.1 0.00
H 1.7886 2.0816 0.4065 0.0 0.1 0.0 0.00
H -1.3360 4.3157 1.4024 0.0 -0.2 -0.1 0.00
H -3.4983 3.8879 1.1220 0.0 0.0 0.0 0.00
H -4.0222 2.5005 0.2725 0.1 0.0 0.1 0.00
H -2.4855 1.2046 -0.7538 0.1 0.1 0.2 0.00
Cl 5.0415 2.6474 -4.3383 0.1 0.1 0.0 0.00
C 3.3413 2.9352 -4.2992 -0.2 -0.1 0.1 0.00
C 2.8027 3.9691 -5.0444 0.0 -0.1 0.0 0.00
C 1.4493 4.2505 -4.9590 0.1 -0.1 0.0 0.00
C 0.6242 3.4780 -4.1591 -0.1 -0.1 0.1 0.00
C 1.1646 2.4227 -3.4474 0.4 -0.1 -0.1 0.00
Cl 0.1111 1.3915 -2.4959 -0.2 0.4 -1.1 0.01
C 2.5375 2.1312 -3.4758 -0.1 0.3 -0.2 0.00
N 3.0573 1.1727 -2.6314 0.0 0.1 0.7 0.00
C 3.7442 0.0139 -3.0165 0.0 -0.3 -0.3 0.00
C 3.8599 -0.3392 -4.3566 -0.1 0.0 0.1 0.00
C 4.4707 -1.5225 -4.7223 0.0 0.0 0.1 0.00
C 4.9628 -2.3719 -3.7487 0.1 -0.1 0.0 0.00
C 4.8548 -2.0223 -2.4129 -0.1 0.1 -0.1 0.00
C 4.2511 -0.8349 -2.0209 0.0 0.1 0.0 0.00
C 4.2296 -0.4580 -0.5653 -0.2 0.2 0.0 0.00
C 2.9098 -0.0144 0.0614 0.7 0.4 0.2 0.01
O 2.9201 0.5604 1.1462 0.5 0.0 0.1 0.01
O 1.8128 -0.2034 -0.5938 1.0 -0.1 -0.4 0.03
H 3.4510 4.5556 -5.6753 0.1 0.1 0.0 0.00
H 1.0361 5.0678 -5.5260 -0.1 0.1 -0.1 0.00
H -0.4334 3.6810 -4.0997 -0.1 0.0 0.0 0.00
H 2.4375 0.9777 -1.8508 0.0 0.0 -0.3 0.00
H 3.4403 0.3124 -5.1059 0.0 0.1 -0.2 0.00
H 4.5472 -1.7835 -5.7650 0.0 0.0 -0.2 0.00
H 5.4333 -3.3002 -4.0282 0.1 -0.1 0.0 0.00
H 5.2470 -2.6882 -1.6576 0.0 0.0 0.1 0.00
H 4.9315 0.3647 -0.3964 0.0 0.0 0.1 0.00
H 4.5811 -1.2981 0.0375 0.0 0.0 0.0 0.00
C 0.2557 -4.8415 0.5187 0.1 -0.3 0.0 0.00
O -0.1752 -3.4999 0.7203 0.0 0.8 0.1 0.00
P 0.7211 -2.2451 0.1154 0.3 -1.1 -0.2 0.03
O 2.1556 -2.5801 0.7941 0.0 0.0 -0.2 0.00
C 2.3630 -2.3131 2.1745 0.1 0.2 0.4 0.00
O 1.0945 -2.8910 -1.3091 -0.1 -0.2 0.4 0.01
C 1.0437 -2.2321 -2.5605 0.0 0.2 -0.4 0.01
H 1.3105 -4.9546 0.7749 -0.1 0.0 0.0 0.00
H 0.1209 -5.1268 -0.5256 -0.1 0.0 0.1 0.00
H -0.3548 -5.4678 1.1686 0.1 -0.1 -0.1 0.00
H 3.2756 -2.8387 2.4540 -0.1 0.0 0.1 0.00
H 1.5300 -2.6812 2.7797 0.0 -0.1 0.0 0.00
H 2.4896 -1.2406 2.3481 0.0 -0.2 0.0 0.00
H 2.0577 -2.1095 -2.9380 0.0 0.1 0.0 0.00
H 0.5631 -1.2501 -2.4894 0.1 -0.2 0.0 0.01
H 0.4835 -2.8693 -3.2464 0.0 0.0 0.0 0.00
S 0.0268 0.3806 2.5965 -0.3 -0.2 1.0 0.00
C -0.8904 -0.7081 3.5697 0.7 -0.4 -2.2 0.04
N -1.2769 -1.9297 3.0428 -0.4 0.3 1.8 0.04
C -2.0334 -2.8140 3.7716 0.6 0.5 -0.7 0.02
C -2.4457 -2.5068 5.0263 -0.1 0.1 0.4 0.02
C -2.0794 -1.2672 5.5986 0.7 0.3 -1.1 0.03
C -1.2983 -0.3913 4.8563 -0.8 -0.6 1.6 0.00
H -0.9292 -2.2068 2.1323 -0.1 0.0 -0.3 0.00
H -2.2625 -3.7459 3.2800 0.0 -0.1 -0.1 0.00
H -3.0374 -3.2123 5.5860 -0.1 -0.1 0.0 0.00
H -2.4069 -1.0144 6.5918 0.0 0.1 0.2 0.00
H -0.9866 0.5561 5.2664 0.0 0.1 0.0 0.00
C -5.0557 -0.8094 2.8642 0.0 0.2 -0.2 0.00
C -4.0472 0.3294 2.8548 -0.2 0.1 0.1 0.00
N -3.1061 0.1838 1.7585 0.1 -0.1 0.2 0.00
C -3.1465 -0.7978 0.8139 0.3 0.3 -0.4 0.01
N -2.0755 -0.9760 0.0802 -0.1 -0.2 0.2 0.01
C -2.2678 -1.8467 -1.0720 -0.2 -0.2 0.1 0.01
C -3.1299 -3.0524 -0.7072 -0.1 0.3 -0.2 0.00
C -4.4966 -2.5239 -0.3098 0.1 -0.3 -0.3 0.00
N -4.3332 -1.4331 0.6312 0.0 -0.1 0.3 0.00
C -5.4833 -1.0495 1.4211 -0.1 0.2 0.3 0.00
H -5.9111 -0.5398 3.4818 0.0 0.0 0.0 0.00
H -4.6009 -1.7177 3.2653 -0.1 0.0 0.0 0.00
H -3.4994 0.3690 3.7983 -0.1 0.1 -0.1 0.00
H -4.5718 1.2860 2.7291 0.0 -0.1 0.2 0.00
H -2.1554 0.5129 1.9370 -0.3 0.0 -0.2 0.00
H -1.2951 -2.1754 -1.4373 -0.1 0.1 -0.1 0.00
H -2.7586 -1.2815 -1.8823 0.1 -0.1 0.0 0.00
H -2.6714 -3.5641 0.1401 0.1 -0.1 0.0 0.00
H -3.2043 -3.7446 -1.5441 -0.1 -0.1 0.0 0.00
H -5.0982 -3.3103 0.1582 0.0 0.1 0.0 0.00
H -5.0458 -2.1655 -1.1911 0.0 -0.1 0.0 0.00
H -6.2256 -1.8472 1.3639 0.1 0.1 -0.1 0.00
H -5.9324 -0.1360 1.0073 -0.1 -0.1 0.1 0.00
```
Forces are in eV/Å.

As for the charge: +1. Its gap between HOMO and LUMO (spin up / spin down) is 0.191 / 0.255 Eh. As for the spin multiplicity: 3. Its energy above the lowest of the compared OMol25 structures with the same formula, charge and spin is 29.1 kcal/mol.

---

[3]
The following is a quantum chemistry calculation of a molecular structure, C7H19N8O13Pb at a distorted geometry, from the OMol25 dataset.

```
48
Properties=species:S:1:pos:R:3:forces:R:3:mulliken_charge:R:1
Pb 22.1603 -3.0891 -21.6603 -0.1 0.0 1.8 2.33
O 18.5426 -0.8151 -20.1760 -1.4 1.5 -2.1 -0.61
C 19.4271 -1.5551 -19.4948 1.6 -1.4 3.7 0.44
O 20.5533 -1.7616 -19.9533 1.6 0.2 -2.9 -0.62
O 19.1072 -1.8722 -18.3701 -1.8 -0.7 1.5 -0.70
H 19.1572 -0.2808 -20.6843 -0.1 0.3 -0.7 0.34
O 25.8337 -4.0974 -23.6394 2.4 -0.7 -1.8 -0.58
C 24.7700 -3.5702 -23.1112 -2.9 0.4 -0.8 0.67
O 23.8046 -3.2310 -23.8066 0.0 0.6 -1.1 -0.76
O 24.7777 -3.5492 -21.8834 0.1 0.3 2.9 -0.76
H 26.3604 -4.1641 -22.8396 0.8 -0.4 0.0 0.35
O 25.2339 -3.2473 -19.2702 1.7 -0.1 -0.7 -0.58
C 24.0576 -3.2440 -18.6687 -2.6 0.0 5.2 0.57
O 23.0048 -3.4880 -19.2901 -0.7 -0.5 -2.9 -0.63
O 24.0028 -3.0770 -17.4186 1.5 0.4 -1.1 -0.80
H 25.0377 -3.6760 -20.1065 0.3 0.4 -0.7 0.45
C 23.1793 -6.5530 -21.5594 -2.8 0.7 -0.1 0.44
O 22.4714 -5.6411 -21.8248 -4.6 2.7 -2.3 -0.51
N 24.3370 -6.2340 -21.2079 7.1 -1.5 1.9 -0.19
N 22.8049 -7.8101 -21.4779 -0.3 -3.8 0.2 -0.42
H 24.9387 -7.0382 -21.1014 0.8 0.7 0.2 0.16
H 24.6872 -5.3028 -21.3823 0.0 0.2 0.1 0.22
H 23.4650 -8.4456 -21.0530 -0.4 -0.1 -0.2 0.12
H 21.9522 -8.2126 -21.8400 0.2 0.7 0.2 0.23
C 21.7624 -0.2450 -23.8095 2.8 -1.4 -0.9 0.40
O 21.3008 -1.2572 -23.3724 -2.0 -1.6 0.9 -0.58
N 22.9434 -0.2998 -24.4560 2.0 0.5 -1.0 -0.32
N 21.2067 0.9322 -23.6904 -1.7 2.5 0.5 -0.45
H 23.5479 -1.0912 -24.2873 -0.5 -0.6 0.1 0.19
H 23.4673 0.4900 -24.8050 -0.5 0.2 0.2 0.18
H 20.3109 0.8787 -23.2271 0.1 0.7 -0.2 0.25
H 21.6479 1.7799 -24.0174 -0.5 -0.2 0.2 0.17
C 23.7978 0.1453 -20.7714 -1.5 1.3 0.1 0.37
O 23.3959 -0.9292 -21.0435 -0.7 -3.4 -1.3 -0.24
N 23.1263 1.2606 -20.9387 -3.0 3.2 -1.7 -0.46
N 24.8800 0.4625 -20.1645 4.7 -1.1 2.0 -0.44
H 23.6705 2.0948 -20.7714 -0.9 0.2 -0.5 0.13
H 22.4068 1.2501 -21.6474 0.0 0.3 0.2 0.24
H 25.1254 1.4381 -20.0746 0.7 -1.0 0.5 0.13
H 25.3764 -0.3747 -19.8951 0.9 0.6 0.6 0.29
C 18.8609 -3.9008 -22.9125 2.3 0.2 1.7 0.68
O 19.9071 -4.2064 -22.3560 0.1 -1.0 -0.9 -0.68
N 18.0578 -3.0084 -22.3951 -3.0 2.2 1.0 -0.22
N 18.3567 -4.2869 -24.0820 -1.3 -1.6 -3.1 -0.38
H 18.2285 -2.3564 -21.6428 0.5 -0.3 0.3 0.17
H 17.1882 -2.9022 -22.8977 0.1 0.6 0.7 0.09
H 17.4160 -3.9580 -24.2460 0.4 -0.3 -0.3 0.11
H 18.5971 -5.0540 -24.6934 0.6 0.1 0.8 0.22
```
Forces are in eV/Å.

As for the charge: -1. Its gap between HOMO and LUMO is 0.218 Eh. As for the spin multiplicity: 1. Its energy above the lowest of the compared OMol25 structures with the same formula, charge and spin is 89.7 kcal/mol.

---

[4]
The following is a quantum chemistry calculation of 2 unconnected molecules or ions with the total composition C4H2F2O at a distorted geometry, from the OMol25 dataset.

```
9
Properties=species:S:1:pos:R:3:forces:R:3:mulliken_charge:R:1
C -0.8864 2.6926 0.3578 -0.1 2.4 1.0 -0.12
C -0.6932 1.5205 -0.0053 -0.5 -2.1 -2.2 -0.21
C -0.9145 0.3184 -0.6544 -2.2 -0.2 1.9 0.07
C -0.2588 -0.0972 0.5425 0.3 0.4 -0.3 0.58
O 1.0271 -0.2845 0.6075 0.1 -0.6 -1.1 -0.40
F -2.7348 -0.5677 -0.0436 1.7 1.1 -1.0 -0.60
F -1.0077 -0.3873 1.5283 0.5 -0.8 1.7 -0.12
H -1.3741 -0.0197 -1.5428 0.3 -0.3 -1.1 0.42
H 1.4223 -0.2887 1.4721 0.0 0.0 1.0 0.39
```
Forces are in eV/Å.

Its gap between HOMO and LUMO (spin up / spin down) is 0.307 / 0.307 Eh. As for the spin multiplicity: 1. Its energy above the lowest of the compared OMol25 structures with the same formula, charge and spin is 173.7 kcal/mol.